The following is a quantum chemistry calculation of a structure of composition C32H26F5NO3P2SSeTi, from the OMol25 dataset.

```
72
Properties=species:S:1:pos:R:3:forces:R:3
Ti -1.5454 -0.4946 -1.0060 -0.28 -0.35 -0.14
C 1.8439 -2.2342 1.6543 0.07 0.05 0.11
N 0.9185 -1.2052 1.1277 -0.10 -0.06 -0.07
P 1.0889 -0.6928 -0.4855 0.04 0.02 0.18
C 2.0457 0.8324 -0.4976 -0.01 -0.05 -0.11
C 2.2443 1.4358 -1.7400 0.00 0.02 0.05
C 3.0772 2.5369 -1.8491 -0.05 -0.03 -0.04
C 3.7148 3.0350 -0.7197 -0.01 -0.02 0.04
C 3.5299 2.4249 0.5143 0.06 0.07 0.00
C 2.7001 1.3195 0.6284 -0.06 -0.06 0.01
C 2.1796 -1.8606 -1.3243 -0.15 -0.02 -0.10
C 3.5587 -1.6270 -1.2807 0.00 0.03 -0.09
C 4.4318 -2.5471 -1.8337 0.03 -0.03 -0.02
C 3.9443 -3.6989 -2.4395 0.02 0.05 0.03
C 2.5790 -3.9341 -2.4832 -0.08 -0.03 0.00
C 1.6955 -3.0218 -1.9270 0.11 -0.01 0.11
P -0.7669 -1.3298 1.5286 0.55 0.62 -0.15
C -0.7656 -1.5278 3.3211 -0.34 -0.40 -0.07
C -1.6769 -2.4231 3.8745 0.03 -0.01 0.01
C -1.7471 -2.5665 5.2544 0.02 0.02 0.00
C -0.9022 -1.8264 6.0657 -0.01 -0.01 -0.02
C 0.0166 -0.9400 5.5079 0.01 0.01 0.00
C 0.0868 -0.7831 4.1363 0.01 0.03 0.01
C -1.2779 0.4351 1.3678 -0.13 -0.15 0.03
C -2.6240 0.6322 1.0164 0.11 -0.08 0.02
C -3.1840 1.9101 1.0194 -0.05 0.02 0.00
C -2.4020 2.9900 1.3798 0.04 0.01 0.02
C -1.0586 2.8068 1.7270 -0.05 0.03 -0.01
C -0.4997 1.5467 1.7157 0.05 0.05 -0.03
H 2.8695 -1.8854 1.5519 0.00 0.01 -0.01
H 1.7446 -3.1870 1.1321 -0.01 0.01 -0.02
H 1.6397 -2.3861 2.7112 0.00 0.01 0.01
H 1.7675 1.0244 -2.6244 0.02 0.04 -0.04
H 3.2339 3.0008 -2.8139 0.01 0.01 0.01
H 4.3682 3.8930 -0.8047 0.00 0.00 0.01
H 4.0483 2.8004 1.3868 -0.01 0.00 -0.01
H 2.5855 0.8191 1.5835 0.01 0.02 -0.01
H 3.9557 -0.7290 -0.8272 0.00 -0.01 0.00
H 5.4965 -2.3598 -1.7958 -0.01 -0.01 0.00
H 4.6302 -4.4119 -2.8768 0.00 0.01 0.00
H 2.1944 -4.8312 -2.9497 0.02 0.00 0.00
H 0.6414 -3.2307 -1.9514 -0.05 -0.04 -0.01
H -2.3227 -3.0105 3.2330 -0.01 0.00 0.01
H -2.4531 -3.2605 5.6894 0.00 0.00 0.00
H -0.9503 -1.9409 7.1404 0.00 0.00 -0.01
H 0.6795 -0.3733 6.1480 -0.01 -0.01 0.00
H 0.8101 -0.1016 3.7053 -0.01 0.00 0.02
H -3.2697 -0.2304 0.8299 -0.02 -0.02 0.03
H -4.2250 2.0452 0.7574 0.00 0.00 -0.01
H -2.8327 3.9831 1.4026 0.01 -0.01 0.00
H -0.4574 3.6595 2.0159 0.00 -0.01 0.00
H 0.5344 1.4136 1.9919 0.01 -0.01 0.00
C -3.3045 -3.1413 -3.2944 0.02 0.04 -0.02
S -2.1308 -2.8565 -2.0334 0.10 0.16 -0.02
O -1.5304 -4.0530 -1.5763 -0.15 -0.06 -0.08
O -2.8125 -2.0290 -0.9499 0.01 0.23 0.06
O -1.1514 -1.7896 -2.5074 0.21 -0.05 0.38
H -4.1412 -3.6654 -2.8323 0.01 0.00 0.00
H -2.8324 -3.7728 -4.0458 0.03 0.03 0.00
H -3.6104 -2.1832 -3.7107 -0.03 -0.02 0.00
F -0.9579 6.1701 -2.2544 -0.01 -0.03 0.00
C -1.4666 4.9557 -2.3019 0.04 0.06 0.00
C -0.7734 3.8984 -1.7279 0.10 0.01 0.06
F 0.3821 4.0969 -1.1090 -0.01 -0.01 -0.01
C -1.3476 2.6514 -1.7987 -0.01 -0.03 0.05
F -0.6997 1.5719 -1.2290 0.02 -0.03 -0.13
C -2.5634 2.3950 -2.3763 -0.06 -0.03 -0.06
Se -3.2529 0.6354 -2.3258 0.01 0.04 0.06
C -3.2402 3.4645 -2.9410 -0.13 -0.10 -0.04
F -4.4192 3.2702 -3.5124 0.03 0.03 0.01
C -2.6963 4.7381 -2.9113 -0.03 0.12 -0.03
F -3.3449 5.7503 -3.4505 0.02 -0.02 0.01
```
Positions in Å, forces in eV/Å.

Gap between HOMO and LUMO, eV: 6.4
HOMO energy, eV: -14.332
Charge: +2
Energy above the lowest of the compared OMol25 structures with the same formula, charge and spin, eV: 1.187
E_tot, hartree: -6346.10704

Atomic partial charges in e from the Mulliken method, atoms 1 to 2:
1 Ti 0.12
2 C -1.17


The following is a quantum chemistry calculation of a structure of composition C32H26F6N2O4P2RhS2 in a non-equilibrium geometry, from the OMol25 dataset.

```
75
Properties=species:S:1:pos:R:3:forces:R:3
Rh -0.3609 -0.5598 -0.0939 0.40 0.56 0.45
C -1.6021 2.0096 1.7464 -0.22 -0.46 0.08
P -0.8782 0.3234 2.0474 0.14 0.90 0.88
C -1.8214 -0.3861 3.4184 0.20 0.00 -0.33
C -2.0112 0.3360 4.5932 -0.03 -0.09 -0.06
C -2.7660 -0.2171 5.6117 0.04 0.16 0.08
C -3.3161 -1.4823 5.4683 0.02 -0.01 -0.08
C -3.1034 -2.2077 4.3069 -0.05 -0.07 0.09
C -2.3565 -1.6608 3.2786 0.03 0.11 -0.10
C 0.8191 0.6246 2.6379 -0.12 -0.31 -0.06
C 1.4201 1.8665 2.8016 -0.18 -0.13 0.01
C 2.7564 1.9388 3.1598 0.10 0.06 0.00
C 3.4982 0.7834 3.3488 -0.04 0.01 -0.05
C 2.9082 -0.4593 3.1690 0.12 -0.04 0.00
C 1.5793 -0.5372 2.8046 -0.22 0.12 0.01
C -0.8915 2.5609 0.5858 0.33 -0.05 -0.51
C -0.6986 3.8736 0.0462 0.25 0.29 -0.48
C 0.0582 3.7287 -1.0909 -0.30 0.37 0.43
C 0.3092 2.3274 -1.2425 -0.13 0.07 0.45
C 1.0287 1.5217 -2.2484 0.01 -0.54 0.01
P 1.5596 -0.0811 -1.4050 0.71 0.20 -1.04
C 1.0629 -1.5118 -2.4122 -0.10 0.09 0.19
C 0.6427 -1.4956 -3.7373 -0.01 0.00 0.08
C 0.2821 -2.6845 -4.3491 0.10 0.08 -0.06
C 0.3468 -3.8829 -3.6544 0.00 0.03 0.10
C 0.7463 -3.9017 -2.3273 0.03 -0.06 -0.12
C 1.1035 -2.7213 -1.7037 0.14 0.22 -0.04
C 3.3711 -0.0886 -1.6101 -0.24 -0.16 0.35
C 3.9238 -0.6241 -2.7704 -0.04 0.10 0.04
C 5.2968 -0.6357 -2.9292 0.05 -0.02 -0.09
C 6.1185 -0.1270 -1.9368 -0.01 0.03 0.05
C 5.5670 0.3860 -0.7739 0.08 0.05 0.05
C 4.1937 0.4052 -0.6032 -0.14 0.00 -0.08
N -0.2640 1.6885 -0.2185 -0.21 -0.94 0.09
H -2.6377 1.8145 1.4098 0.25 0.07 0.30
H -1.6446 2.6660 2.6204 0.13 -0.13 -0.09
H -1.5707 1.3161 4.7084 0.01 0.10 0.06
H -2.9263 0.3450 6.5195 -0.02 0.02 0.08
H -3.9159 -1.8990 6.2630 -0.03 -0.05 0.07
H -3.5271 -3.1944 4.2034 -0.04 -0.09 -0.04
H -2.2011 -2.1978 2.3537 -0.06 -0.11 -0.03
H 0.8561 2.7749 2.6546 -0.06 0.13 0.00
H 3.2214 2.9040 3.2901 0.04 0.10 0.03
H 4.5383 0.8504 3.6255 0.12 0.01 0.06
H 3.4878 -1.3594 3.3061 0.04 -0.09 0.02
H 1.0995 -1.4979 2.6488 0.09 -0.11 0.08
H -1.0990 4.7858 0.4418 -0.05 0.19 0.13
H 0.3950 4.5074 -1.7451 0.05 0.17 -0.18
H 0.3030 1.2213 -3.0148 0.04 0.10 -0.08
H 1.8577 2.0527 -2.7222 -0.10 -0.13 0.06
H 0.6066 -0.5647 -4.2888 -0.06 -0.02 -0.05
H -0.0466 -2.6752 -5.3749 -0.04 -0.01 -0.17
H 0.0738 -4.8031 -4.1448 -0.07 -0.11 -0.06
H 0.7624 -4.8294 -1.7790 0.06 -0.13 0.06
H 1.4482 -2.7252 -0.6687 -0.06 -0.08 -0.13
H 3.2849 -1.0254 -3.5437 0.02 -0.07 -0.05
H 5.7283 -1.0518 -3.8259 0.04 -0.02 -0.11
H 7.1898 -0.1320 -2.0688 0.08 -0.03 0.01
H 6.2119 0.7629 0.0035 0.07 0.08 0.11
H 3.7523 0.7954 0.3032 0.02 0.04 0.15
F -1.7804 -2.9384 -1.0347 -0.12 -0.06 -0.02
C -2.8328 -2.4798 -1.7539 0.06 -0.26 -0.11
F -3.8825 -3.2172 -1.4493 -0.11 0.39 0.06
F -2.5342 -2.6507 -3.0352 -0.25 0.42 0.14
S -2.9323 -0.6840 -1.2118 -1.28 -1.29 -1.20
O -1.7547 -0.1351 -1.8669 0.73 0.29 0.02
O -2.7975 -0.8439 0.2141 0.10 -0.06 0.69
N -4.2722 -0.1354 -1.7453 0.01 -0.21 0.12
S -4.7060 1.2832 -1.1386 0.22 0.99 -0.25
O -6.1001 1.4142 -0.9525 -0.44 -0.27 -0.34
O -3.8272 1.6666 -0.0671 0.00 0.24 0.03
C -4.2052 2.4695 -2.5146 0.15 -0.05 -0.12
F -2.8751 2.6321 -2.4632 0.09 -0.10 0.08
F -4.5080 2.0074 -3.7197 -0.20 -0.16 0.08
F -4.7643 3.6625 -2.3568 -0.14 -0.24 0.25
```
Positions in Å, forces in eV/Å.

Gap between HOMO and LUMO (alpha / beta), eV: 8.9 / 7.0
HOMO energy (alpha / beta), eV: -11.170 / -12.028
Charge: +1
⟨S²⟩: 6.02
Spin multiplicity: 5
E_tot, hartree: -3834.01038

Atomic partial charges in e from the Mulliken method, atoms 1 to 2:
1 Rh -0.06
2 C -1.22


The following is a quantum chemistry calculation of a structure of composition C32H26FN9S3Sn, from the OMol25 dataset.

```
72
Properties=species:S:1:pos:R:3:forces:R:3
Sn 0.0212 -0.1148 0.8667 0.11 -0.09 -0.07
C -2.9356 -3.2368 2.3753 -0.01 -0.02 -0.02
C -3.6821 -3.5586 1.2533 0.02 0.02 0.00
C -3.2893 -3.0801 0.0156 -0.01 0.00 0.03
C -2.1585 -2.2812 -0.0597 0.03 0.00 -0.04
N -1.4498 -1.9725 1.0262 0.02 0.06 -0.06
C -1.8220 -2.4322 2.2196 0.00 -0.03 0.04
C -1.6807 -1.6894 -1.3349 -0.02 0.03 0.01
C -2.1122 -2.1561 -2.5653 -0.02 0.00 0.02
C -1.6773 -1.5154 -3.7119 0.00 0.00 -0.01
C -0.8267 -0.4353 -3.6007 0.01 0.00 -0.02
C -0.4058 -0.0368 -2.3387 0.00 0.01 -0.01
N -0.8239 -0.6656 -1.2382 0.02 -0.08 0.04
C 0.4934 1.1283 -2.1381 0.05 0.03 0.02
C 0.9239 1.9534 -3.1678 -0.01 -0.02 -0.03
C 1.7077 3.0525 -2.8574 0.01 0.01 0.00
C 2.0325 3.3099 -1.5362 0.00 -0.01 0.01
C 1.5739 2.4319 -0.5708 -0.01 0.01 -0.02
N 0.8410 1.3688 -0.8757 -0.05 -0.04 0.02
H -3.2128 -3.5881 3.3586 0.00 0.00 0.00
H -4.5735 -4.1651 1.3416 0.00 0.00 0.00
H -3.8803 -3.2868 -0.8639 0.00 0.00 0.02
H -1.1931 -2.1411 3.0532 -0.01 0.01 0.00
H -2.7764 -3.0047 -2.6263 0.01 0.01 -0.01
H -2.0028 -1.8564 -4.6854 0.00 0.00 0.00
H -0.4806 0.0787 -4.4840 -0.01 0.00 0.01
H 0.6506 1.7590 -4.1941 0.00 0.01 0.02
H 2.0498 3.7107 -3.6447 0.00 0.00 0.00
H 2.6153 4.1737 -1.2512 0.01 0.00 0.00
H 1.7830 2.5913 0.4818 0.00 0.00 0.00
N 1.2532 2.1981 3.4591 0.03 -0.03 -0.03
C 1.5301 1.8826 4.7362 -0.02 -0.07 0.03
N 1.8182 2.8897 5.5764 0.12 0.00 -0.04
N 1.5765 0.6530 5.2142 -0.07 0.02 0.05
C 1.1896 -0.3183 4.4168 0.12 -0.03 -0.04
N 0.8604 -1.2111 3.7479 -0.05 0.11 0.00
H 0.9820 3.1502 3.2167 -0.05 0.04 -0.01
H 0.8069 1.4840 2.8971 -0.01 0.00 0.03
H 1.7791 3.8464 5.2772 -0.05 0.00 0.01
H 2.0409 2.6646 6.5279 -0.04 0.00 0.01
F 4.2407 -0.4913 -4.5585 -0.02 -0.01 0.03
C 3.6491 -0.7620 -3.3694 0.02 0.02 0.00
C 4.0648 -0.0785 -2.2419 0.00 -0.01 -0.04
C 3.4474 -0.3537 -1.0337 0.00 -0.01 0.02
C 2.4149 -1.2928 -0.9267 -0.07 0.01 0.00
C 2.0505 -1.9737 -2.0897 -0.01 0.02 -0.02
C 2.6580 -1.7167 -3.3133 0.00 0.00 0.01
H 4.8610 0.6501 -2.3195 0.00 0.00 0.00
H 3.7696 0.1783 -0.1449 -0.01 0.00 0.00
H 1.2690 -2.7246 -2.0380 0.00 -0.01 0.00
H 2.3740 -2.2504 -4.2108 0.00 0.00 0.00
S -0.2110 4.8694 2.1193 -0.01 -0.04 -0.03
C -1.3655 3.6699 1.8177 0.04 0.07 -0.02
S -1.8842 3.2267 0.2320 0.00 -0.04 0.01
C -2.8363 1.8847 0.8756 -0.02 -0.02 0.13
N -2.8066 1.8583 2.1797 0.02 0.02 -0.03
N -1.9995 2.8677 2.6812 0.00 0.01 -0.01
C -1.8803 2.8994 4.1043 0.00 -0.02 -0.01
C -1.9345 4.1018 4.7912 -0.01 0.02 0.03
C -1.8317 4.0925 6.1753 -0.01 0.00 -0.02
C -1.6811 2.8958 6.8611 0.00 -0.01 0.00
C -1.6390 1.6977 6.1603 0.00 0.00 -0.01
C -1.7432 1.6943 4.7789 -0.01 -0.01 0.02
S -3.5976 0.7744 -0.1506 -0.10 0.06 -0.10
H -2.0552 5.0275 4.2480 0.00 -0.01 0.01
H -1.8812 5.0281 6.7175 0.00 0.00 0.00
H -1.6041 2.8953 7.9407 0.00 0.00 0.00
H -1.5185 0.7603 6.6872 0.00 0.00 0.00
H -1.7229 0.7713 4.2144 0.00 0.01 0.00
C 1.7030 -1.5168 0.3575 0.02 0.01 0.02
H 1.2554 -2.5112 0.3932 0.00 -0.01 0.02
H 2.3760 -1.4280 1.2108 0.01 -0.01 0.02
```
Positions in Å, forces in eV/Å.

Gap between HOMO and LUMO, eV: 6.1
HOMO energy, eV: -6.877
Energy above the lowest of the compared OMol25 structures with the same formula, charge and spin, eV: 0.000
E_tot, hartree: -3236.64693

Atomic partial charges in e from the Mulliken method, atoms 1 to 2:
1 Sn 0.98
2 C -0.94